Record 1
C3H5ClNOS | ωB97M-V/def2-TZVPD

Structure (XYZ):
```
12
Properties=species:S:1:pos:R:3:forces:R:3:nbo_charge:R:1
C 0.3104 0.7664 0.0848 -1.19 -1.19 0.31 0.3941
C -0.6888 0.1500 -0.9280 0.59 0.48 -0.94 -0.2912
C -0.4049 0.1864 1.1270 1.08 0.22 0.24 -0.1628
N -1.3976 -0.4487 0.2566 -0.69 -0.53 0.22 -0.5211
O 1.3002 1.4667 -0.0494 0.71 1.09 -0.17 -0.5589
S 3.1789 -1.4252 -0.0488 0.05 0.98 0.05 0.2879
Cl 3.4583 0.4714 -0.2253 -0.34 -1.10 0.08 0.2578
H -1.2978 0.8772 -1.4624 -0.14 -0.12 0.08 0.2440
H -0.2939 -0.5933 -1.6190 -0.14 -0.08 0.11 0.2344
H -0.3955 0.1635 2.2002 -0.13 -0.08 0.18 0.2445
H -2.3682 -0.1370 0.3825 0.19 0.01 -0.08 0.4359
H -1.4011 -1.4775 0.2818 0.00 0.32 -0.09 0.4353
```
Forces are in eV/Å.

- charge = +1
- E (eV) = -30075.1709
- gap between HOMO and LUMO (alpha / beta) (Eh) = 0.1846 / 0.1823
- LUMO level (alpha / beta) (Ha) = -0.2844 / -0.2846
- energy relative to the best compared isomer or geometry (same formula, charge and spin) (kcal/mol) = 70.58

***

Record 2
C11H14Si | ωB97M-V/def2-TZVPD

Structure (XYZ):
```
26
Properties=species:S:1:pos:R:3:forces:R:3:nbo_charge:R:1
C -2.8378 0.8257 2.4097 0.40 -0.53 0.86 -0.2369
C -2.4572 0.2653 1.4076 0.40 0.35 -2.32 -0.5048
C 2.5100 -1.7494 -0.2095 -0.59 0.50 0.11 -0.2154
C 1.9153 -1.5716 1.0115 -0.25 1.19 0.81 -0.2173
C 2.4956 -0.7205 -1.1318 1.15 0.19 -1.64 -0.2209
C 1.3346 -0.3355 1.3030 -1.58 -1.65 2.25 -0.1672
C 1.9580 0.5042 -0.8119 1.25 0.22 -1.90 -0.1672
C 1.2776 0.7186 0.4196 2.15 -0.82 -2.32 -0.1825
C -1.3723 -1.7938 -0.7494 0.59 1.47 6.05 -1.0477
C -2.2048 1.4444 -1.4855 -1.72 1.56 1.01 -1.1342
C 0.8332 1.9581 0.6673 -0.95 3.60 -1.65 -0.2860
Si -2.0829 -0.0383 -0.3992 -0.56 -1.49 1.23 1.2288
H -2.9107 1.0947 3.4346 -0.34 0.35 0.05 0.2282
H 2.9665 -2.6535 -0.4284 0.83 -1.60 -0.48 0.2092
H 1.9683 -2.3322 1.7752 -0.19 -0.13 0.01 0.2199
H 3.0567 -0.8717 -2.1172 -0.95 0.36 1.49 0.2158
H 0.7255 -0.2176 2.2298 0.81 -0.16 -0.53 0.2163
H 2.2709 1.3106 -1.5426 -1.13 -0.59 1.11 0.2139
H -0.2821 -1.9016 -0.4564 -1.27 0.12 -0.30 0.2442
H -2.0205 -2.4168 -0.0124 1.18 0.71 -1.53 0.2501
H -1.4882 -2.0115 -1.7069 -0.73 -1.37 -4.20 0.2166
H -1.4648 2.1912 -1.2813 0.80 0.40 0.21 0.2391
H -2.2521 1.3584 -2.5488 -0.02 -0.63 -0.68 0.2524
H -3.1776 1.9862 -1.1786 1.26 -0.96 -0.41 0.2590
H 0.3718 2.1969 1.5829 -0.51 0.45 0.91 0.1941
H 0.8671 2.7598 -0.1811 -0.04 -1.56 1.87 0.1923
```
Forces are in eV/Å.

- 2S+1 = 3
- charge = 0
- E (eV) = -19506.1266
- gap between HOMO and LUMO (alpha / beta) (Eh) = 0.2484 / 0.3236
- LUMO level (alpha / beta) (Ha) = 0.0317 / -0.0232
- energy relative to the best compared isomer or geometry (same formula, charge and spin) (kcal/mol) = 37.30

***

What is the E in the second record? -19506.1266 eV

***

Which formula does entry 1 have? C3H5ClNOS